(1)
Entry from the Open Molecules 2025 dataset: a single C4H5F molecule at a distorted geometry (ωB97M-V/def2-TZVPD).

Structure (XYZ):
```
10
Properties=species:S:1:pos:R:3:forces:R:3:lowdin_charge:R:1
C 0.620681 -0.508998 -0.119898 2.5 1.1 1.6 -0.21
C -1.319729 1.429802 0.057810 1.1 -0.9 -0.6 -0.04
C -0.679958 0.307481 0.443208 -1.1 -3.9 0.7 -0.19
C 1.086262 -1.872911 -0.887060 -1.2 0.9 0.9 0.02
F 2.193364 -2.280416 -0.260610 -1.1 0.8 -0.3 -0.04
H 1.074356 0.105241 -0.948641 -0.1 -0.1 0.5 0.09
H 1.433958 -0.511188 0.748613 -1.7 0.5 -1.5 0.11
H -2.326117 1.673741 0.433553 0.9 0.0 0.1 0.06
H -0.883051 2.077201 -0.727643 -0.4 -0.4 0.5 0.06
H -1.199766 -0.419953 1.260669 1.1 2.1 -1.9 0.13
```
Positions in Å, forces in eV/Å.

Computed properties:
Net charge: 0
HOMO in eV: -9.2
ΔE to the lowest compared entry with this formula, charge and spin in kJ/mol: 410.5
Frontier orbital gap in eV: 9.1

(2)
Entry from the Open Molecules 2025 dataset: a single C4H5F2NO molecule at a distorted geometry (ωB97M-V/def2-TZVPD).

Structure (XYZ):
```
13
Properties=species:S:1:pos:R:3:forces:R:3:lowdin_charge:R:1
C -0.390356 0.354538 0.021882 -0.9 -2.4 0.6 -0.23
C -1.324934 -0.932593 0.106424 2.2 3.6 2.5 -0.14
C 0.953823 0.243918 0.027631 1.7 2.8 -0.3 -0.12
C 2.064508 -0.752612 0.158928 -1.9 -1.2 -1.5 -0.22
H -0.413279 2.329257 -0.118693 1.5 1.7 -0.2 0.07
H -1.830643 1.650231 -0.582430 0.4 -0.2 0.6 0.12
H -2.234512 -0.696264 -0.379212 -0.9 -0.4 -1.2 0.10
H -1.560749 -1.089100 1.189541 0.2 -0.2 -0.8 0.14
H 1.566953 -1.771459 0.272077 1.1 0.6 0.4 0.13
N -0.993977 1.568990 0.006669 -2.5 -1.2 -0.5 0.14
O 3.233466 -0.586896 -0.105026 -0.9 0.3 0.7 0.06
F -0.532201 -1.883880 -0.386622 -0.3 -2.0 -0.8 -0.01
F 1.461902 1.565866 -0.211173 0.4 -1.2 0.4 -0.04
```
Positions in Å, forces in eV/Å.

Computed properties:
Structure (SMILES): N/C(CF)=C(\F)C=O
Net charge: 0
HOMO in eV: -9.0
ΔE to the lowest compared entry with this formula, charge and spin in kJ/mol: 108.9
Frontier orbital gap in eV: 9.4